1 | Here is 2 unconnected molecules or ions with the total composition C6H12O from OMol25. Energies are from the ωB97M-V functional and the def2-TZVPD basis.

Computed properties:
Gap between HOMO and LUMO (spin up / spin down) (eV): 2.37 / 9.35
Highest occupied orbital energy (spin up / spin down) (eV): 1.18 / -5.94
Spin multiplicity: 2
Net charge: -1

Each line ends with the Mulliken spin population.
Positions of all 19 atoms, in Å:
C -2.731 0.662 -0.244  0.0564
C -1.441 0.979 0.523  0.2868
C -0.412 -0.098 0.251  -0.0909
C -0.271 -0.863 -0.817  0.5982
C 1.670 0.959 1.134  0.5268
C 0.746 0.017 1.210  0.7749
H -2.537 0.442 -1.292  0.0250
H -3.560 1.373 -0.197  -0.0526
H -3.130 -0.295 0.117  -0.0184
H -1.595 1.120 1.585  -0.1157
H -1.041 1.877 0.065  -0.0274
H 0.475 -1.637 -0.957  -0.4182
H -1.026 -0.871 -1.589  0.0040
H 2.515 1.000 1.815  -0.3722
H 1.765 1.664 0.313  -0.5113
H 0.817 -0.847 1.863  -0.0389
H 3.327 -1.864 -2.051  -0.4065
H 3.390 -1.473 -0.561  -0.0789
O 3.040 -2.146 -1.168  0.8589

---

2 | Here is 2 unconnected molecules or ions with the total composition C6H12O from OMol25. Energies are from the ωB97M-V functional and the def2-TZVPD basis.

Computed properties:
Gap between HOMO and LUMO (spin up / spin down) (eV): 2.32 / 8.77
Highest occupied orbital energy (spin up / spin down) (eV): 1.10 / -5.46
Spin multiplicity: 2
Net charge: -1

Each line ends with the Mulliken spin population.
Positions of all 19 atoms, in Å:
C 1.641 -2.914 0.277  0.0180
C 1.406 -1.682 1.176  0.1796
C 0.426 -0.655 0.330  -0.0329
C -0.102 -0.689 -0.901  0.3075
C -0.913 1.374 1.292  0.4401
C 0.212 0.672 1.134  0.4219
H 0.698 -3.559 0.333  -0.0047
H 2.671 -3.316 0.319  -0.0221
H 1.574 -2.703 -0.800  0.0081
H 2.415 -1.271 1.328  -0.0634
H 0.908 -1.922 2.153  -0.0731
H -0.617 0.138 -1.319  -0.1421
H 0.098 -1.615 -1.568  0.0120
H -0.863 2.423 1.855  -0.2670
H -1.766 1.070 0.777  -0.2704
H 1.019 1.075 1.766  0.0580
H -2.919 3.785 -2.839  -0.4720
H -2.172 3.205 -1.568  -0.1739
O -2.134 3.257 -2.535  1.0762

---

3 | Here is 2 unconnected molecules or ions with the total composition C6H12O from OMol25. Energies are from the ωB97M-V functional and the def2-TZVPD basis.

Computed properties:
Gap between HOMO and LUMO (spin up / spin down) (eV): 3.39 / 7.52
Highest occupied orbital energy (spin up / spin down) (eV): 0.65 / -3.63
Spin multiplicity: 2
Net charge: -1

Each line ends with the Mulliken spin population.
Positions of all 19 atoms, in Å:
C -2.042 2.168 -0.613  0.0340
C -2.075 0.641 -0.797  -0.0632
C -0.659 0.082 -0.588  0.1609
C -0.106 -0.443 -1.651  0.2882
C 0.611 -0.668 1.437  0.4714
C -0.090 0.204 0.727  0.0142
H -2.591 2.766 -1.330  0.0088
H -1.004 2.605 -0.636  -0.0138
H -2.598 2.341 0.395  0.0008
H -2.378 0.358 -1.824  0.0215
H -2.912 0.197 -0.143  0.0230
H 0.938 -0.633 -1.555  0.0281
H -0.531 -0.598 -2.645  0.0035
H 0.831 -0.294 2.486  0.0072
H 1.125 -1.572 1.338  -0.0846
H -0.271 1.108 1.315  0.0120
H 4.013 -2.135 0.506  -0.0270
H 2.722 -1.626 0.934  0.0171
O 3.602 -1.803 1.259  0.0978

---

Energy ordering: 1 at the bottom, the next structure 7.6 kcal/mol above.

---

1 | Here is 2 unconnected molecules or ions with the total composition C3H8NS from OMol25. Energies are from the ωB97M-V functional and the def2-TZVPD basis.

Computed properties:
Gap between HOMO and LUMO (eV): 6.35
Highest occupied orbital energy (eV): -2.09
Net charge: -1

Each line ends with the Löwdin charge.
Positions of all 13 atoms, in Å:
C -1.743 -1.122 -0.206  -0.7353
S -0.730 -1.519 1.219  0.1062
H -1.667 -1.959 -0.914  -0.0152
H -1.677 -0.202 -0.762  -0.0309
H -2.738 -1.105 0.193  -0.0442
C 1.826 0.144 0.363  -0.2904
C 0.207 1.599 -0.341  -0.1350
N 1.432 1.258 -0.401  -0.1043
H 1.716 -0.891 -0.145  0.0759
H 2.908 0.059 0.434  0.0360
H 1.296 0.051 1.359  0.0141
H -0.309 2.166 -1.247  0.0804
H -0.522 1.522 0.450  0.0429

---

2 | Here is 2 unconnected molecules or ions with the total composition C3H8NS from OMol25. Energies are from the ωB97M-V functional and the def2-TZVPD basis.

Computed properties:
Gap between HOMO and LUMO (eV): 6.53
Highest occupied orbital energy (eV): -2.52
Net charge: -1

Each line ends with the Löwdin charge.
Positions of all 13 atoms, in Å:
C -1.706 1.289 -0.896  -0.7145
S -2.675 1.180 0.676  0.0106
H -2.120 1.986 -1.632  -0.0245
H -1.651 0.252 -1.265  -0.0226
H -0.701 1.735 -0.707  -0.0078
C 2.250 -0.967 0.084  -0.0791
C 1.229 -0.467 0.791  -0.3376
N -0.092 -0.783 0.631  0.0055
H 2.104 -1.846 -0.530  0.0221
H 3.253 -0.542 0.062  0.0173
H 1.284 0.315 1.571  0.1073
H -0.148 -1.763 0.372  0.0764
H -1.027 -0.389 0.841  -0.0532

---

3 | Here is 2 unconnected molecules or ions with the total composition C3H8NS from OMol25. Energies are from the ωB97M-V functional and the def2-TZVPD basis.

Computed properties:
Gap between HOMO and LUMO (eV): 5.11
Highest occupied orbital energy (eV): -1.92
Net charge: -1

Each line ends with the Löwdin charge.
Positions of all 13 atoms, in Å:
C 0.719 2.729 1.202  -0.8072
S 0.913 4.536 1.366  -0.0994
H 1.708 2.290 1.268  -0.0425
H -0.081 2.348 1.842  -0.0320
H 0.372 2.380 0.195  -0.0176
C -1.536 -1.666 -1.095  -0.0533
C -0.446 -1.352 -0.339  -0.2605
N 0.718 -2.004 -0.705  0.0157
H -1.467 -2.469 -1.783  0.0195
H -2.512 -1.349 -0.811  0.0209
H -0.725 -0.850 0.562  0.0984
H 0.714 -2.737 -1.406  0.0825
H 1.623 -1.854 -0.296  0.0754

---

Energy ordering: 2 at the bottom, the next structure 12.6 kcal/mol above.

---

1 | Here is 2 unconnected molecules or ions with the total composition C3H8NS from OMol25. Energies are from the ωB97M-V functional and the def2-TZVPD basis.

Computed properties:
Gap between HOMO and LUMO (eV): 6.35
Highest occupied orbital energy (eV): -2.24
Net charge: -1

Each line ends with the Löwdin charge.
Positions of all 13 atoms, in Å:
C 2.471 -0.519 -0.072  -0.6559
S 1.799 0.615 1.290  -0.0378
H 2.125 0.010 -0.967  -0.0426
H 3.511 -0.798 0.001  -0.0259
H 1.729 -1.327 -0.050  -0.0333
C -1.866 -0.139 0.861  -0.1451
C -0.946 0.600 -1.133  -0.1600
N -1.723 -0.264 -0.652  -0.0917
H -2.589 -0.917 1.159  0.0506
H -2.281 0.854 1.017  0.0615
H -0.893 -0.341 1.311  0.0058
H -1.080 0.977 -2.174  0.0571
H -0.257 1.249 -0.590  0.0171

---

2 | Here is 2 unconnected molecules or ions with the total composition C3H8NS from OMol25. Energies are from the ωB97M-V functional and the def2-TZVPD basis.

Computed properties:
Gap between HOMO and LUMO (eV): 6.34
Highest occupied orbital energy (eV): -2.16
Net charge: -1

Each line ends with the Löwdin charge.
Positions of all 13 atoms, in Å:
C -1.794 -0.816 -0.007  -0.2212
C -0.039 -0.650 1.501  -0.1750
N -1.176 -0.200 1.162  -0.1141
H -2.836 -1.061 0.250  0.0547
H -1.262 -1.703 -0.350  0.0402
H -1.816 -0.071 -0.805  0.0554
H 0.426 -0.188 2.377  0.0536
H 0.451 -1.503 1.063  0.0072
C 1.629 1.356 -1.018  -0.7138
S 1.302 -0.416 -1.314  0.0863
H 1.566 1.631 0.043  -0.0199
H 2.632 1.632 -1.348  -0.0301
H 0.919 1.988 -1.552  -0.0233

---

Energy ordering: 2 at the bottom, the next structure 13.2 kcal/mol above.